{"formula": "C3H5ClN2O2", "method": "ωB97M-V with the def2-TZVPD basis set", "gap_ev": 9.82, "e_above_lowest_kcal_mol": 106.8, "charge": 0, "homo_ev": -9.44, "symbols": ["C", "N", "H", "H", "H", "H", "H", "N", "C", "O", "O", "C", "Cl"], "xyz": [[0.0490, -0.0858, -0.6085], [1.0975, 0.5016, -0.0257], [1.9097, -0.8060, 1.3761], [-1.6031, 0.3718, 1.1635], [2.9985, 0.5808, 0.7439], [1.3063, 1.5728, -0.1356], [2.6338, -0.9004, -0.1519], [-3.1768, -0.4015, -0.1219], [2.2504, -0.1583, 0.4655], [-0.1965, -1.2596, -0.6214], [-4.0143, -0.6026, -0.9400], [-2.3496, 0.1349, 0.4938], [-0.9050, 1.0523, -1.6378]], "lowdin_charge": [-0.9217, -0.0737, 0.1273, 0.0630, 0.0908, 0.1818, 0.0612, -0.2136, -0.0912, 0.0424, 0.0183, 0.0364, 0.6789]}


{"formula": "C2H3IO2", "method": "ωB97M-V with the def2-TZVPD basis set", "gap_ev": 9.60, "e_above_lowest_kcal_mol": 25.7, "charge": 0, "homo_ev": -9.59, "symbols": ["H", "I", "O", "O", "C", "C", "H", "H"], "xyz": [[1.1945, -1.7989, -0.3417], [-2.9106, -0.0346, -0.1782], [0.7874, 0.1003, -1.1599], [-0.2184, -0.7861, 0.8087], [-1.0395, 0.3126, 1.0409], [0.6270, -0.7838, -0.3531], [-1.4329, 0.2247, 2.0008], [-0.7118, 1.2931, 0.7583]], "lowdin_charge": [0.1713, 0.6472, 0.0770, -0.1789, -0.5173, -0.2788, 0.0242, 0.0554]}


{"formula": "C39H31BiBr4NO2SSb2", "method": "ωB97M-V with the def2-TZVPD basis set", "gap_ev": 7.35, "e_above_lowest_kcal_mol": 6.7, "charge": -1, "homo_ev": -5.12, "symbols": ["H", "C", "C", "O", "H", "C", "Sb", "H", "N", "C", "C", "C", "C", "O", "C", "C", "H", "Br", "H", "C", "C", "H", "C", "H", "C", "C", "C", "H", "C", "H", "H", "C", "H", "C", "Br", "S", "H", "H", "H", "C", "C", "H", "Bi", "H", "H", "H", "C", "Br", "C", "C", "Br", "C", "C", "H", "C", "C", "H", "H", "H", "C", "H", "Sb", "H", "H", "C", "C", "C", "C", "H", "H", "C", "H", "C", "H", "C", "C", "C", "H", "C", "H", "C"], "xyz": [[2.7241, 4.7953, 1.8914], [3.7228, 0.7318, -2.1232], [0.1474, -1.2667, 4.3700], [-1.0837, 1.4292, 3.8874], [-1.3814, -2.4279, 3.2350], [-4.4947, 2.6660, 4.3038], [-1.1562, -1.2329, -0.6473], [4.2382, 3.8779, 3.6213], [-0.7840, 2.3533, 1.0967], [2.5351, 2.9340, 0.8489], [-4.4069, 1.0579, 2.5138], [-0.3611, -2.0842, 3.3237], [-3.9964, -1.9074, -1.7879], [-2.3193, 0.0401, 1.9727], [-3.0478, 0.8731, 2.7148], [3.8696, 3.2394, 2.8282], [-5.9523, -2.3195, -2.5638], [-5.4552, 3.8714, 5.3978], [-1.7195, -1.7305, -3.7568], [-4.6297, -3.7067, 0.2247], [5.7729, 1.8269, -2.7822], [4.8999, 1.4935, 3.5374], [-3.0640, -2.1660, -0.7884], [6.2090, 1.8560, -4.8837], [3.4929, 0.4156, -3.4630], [-3.3959, -3.0712, 0.2165], [-0.2519, -2.3002, -2.2874], [-1.8801, 1.2913, -1.1398], [-5.1383, 1.9448, 3.3098], [2.4348, -4.2771, -2.9529], [5.0868, 1.6831, -0.7594], [-5.5522, -3.4383, -0.7756], [1.3706, -3.0600, -1.1011], [1.8882, -1.8486, 3.0103], [-5.1891, 0.0786, 1.1049], [-2.6457, 4.4346, 0.9153], [-2.6930, -3.2703, 1.0188], [-6.5234, -3.9171, -0.7627], [0.6801, -3.0842, 1.6271], [-0.8060, -2.2836, -3.5668], [4.3808, 0.8138, -4.4522], [6.6632, 2.3806, -2.5090], [-0.1997, 0.3458, 2.2633], [-3.7819, -1.1909, -2.5718], [0.3736, 2.2549, -0.9126], [0.1255, 0.2777, -3.2325], [0.8280, 1.6459, -1.6937], [-6.9980, 2.1364, 3.0250], [-1.5723, 3.2260, 1.0382], [4.8795, 1.4299, -1.7930], [-2.1557, 3.4753, 5.7964], [-3.1211, 2.4998, 4.5019], [4.2327, 1.9008, 2.7877], [1.4922, 2.2736, -2.2881], [5.5221, 1.5289, -4.1130], [-1.5066, 0.5343, -1.8323], [-2.3068, 0.3139, -2.5405], [-0.4227, -0.8551, 5.1882], [-0.6185, 1.8593, -3.2436], [3.7314, 1.0787, 1.7874], [-4.8763, -4.3959, 1.0228], [2.1776, 0.2410, -0.7066], [2.8798, -1.9352, 2.5906], [1.8773, 3.3568, 0.1013], [-5.2332, -2.5391, -1.7839], [-2.3897, 1.6106, 3.7287], [-0.2766, 1.0583, -2.5788], [1.5246, -3.7176, -3.1315], [2.6085, -0.1487, -3.7465], [-0.6470, -2.9324, -5.6040], [3.0194, 3.7541, 1.8597], [4.0019, 0.0286, 1.7812], [0.9169, -3.0311, -2.0859], [2.1986, -0.5218, 4.7739], [2.8770, 1.5835, 0.8077], [1.5328, -1.1125, 4.1613], [0.9670, -3.6801, -4.4003], [4.1792, 0.5691, -5.4881], [0.7338, -2.4497, 2.5000], [1.4418, -4.2052, -5.2199], [-0.2036, -2.9635, -4.6159]], "lowdin_charge": [0.1045, -0.3888, -0.2655, -0.3263, 0.0921, -0.7565, 1.4257, 0.0987, -0.0949, -0.1300, -0.6333, -0.2758, -0.1475, -0.3897, -0.4264, -0.0913, 0.0994, 0.6818, 0.0899, -0.0981, -0.0968, 0.1000, -0.3989, 0.0950, -0.1450, -0.1527, -0.3895, 0.0436, -0.7548, 0.0991, 0.0886, -0.1024, 0.0703, -0.2187, 0.8092, 0.5217, 0.0869, 0.0980, 0.0747, -0.1330, -0.0982, 0.0977, 1.7865, 0.0800, 0.0083, 0.0711, -0.3685, 0.6817, -0.9604, -0.1215, 0.7503, -0.6481, -0.0932, 0.0569, -0.1063, -0.3607, 0.0390, 0.0989, 0.1069, -0.1688, 0.1013, 1.4144, 0.0779, 0.0872, -0.1001, -0.4359, -0.3611, -0.0969, 0.0906, 0.0981, -0.0776, 0.0802, -0.1697, 0.0892, -0.4501, -0.2124, -0.1030, 0.0981, -0.2474, 0.0959, -0.0933]}


{"formula": "C32H46O13S", "method": "ωB97M-V with the def2-TZVPD basis set", "gap_ev": 8.79, "charge": 0, "homo_ev": -8.46, "symbols": ["C", "C", "H", "H", "H", "H", "O", "H", "H", "H", "C", "H", "H", "O", "O", "C", "H", "C", "C", "C", "H", "H", "C", "H", "C", "O", "H", "H", "H", "C", "H", "H", "H", "C", "H", "C", "O", "O", "O", "C", "O", "C", "C", "H", "C", "H", "C", "H", "H", "H", "H", "C", "C", "C", "C", "H", "C", "C", "H", "C", "O", "H", "H", "C", "C", "O", "O", "H", "H", "H", "H", "C", "H", "H", "H", "S", "C", "H", "C", "H", "H", "C", "H", "H", "H", "C", "H", "O", "H", "C", "H", "O"], "xyz": [[-5.3508, 4.5535, 3.8366], [-1.5944, 5.1917, -1.5946], [-1.6107, 0.6965, 5.5889], [-6.4717, 2.0431, 2.0176], [4.7675, -2.4535, -2.4268], [-1.7950, 4.3490, -2.2392], [-3.7879, 2.4087, 1.6603], [-0.7100, -2.5680, -6.1251], [-3.0618, -0.1540, 5.0414], [-0.6355, -2.3036, 2.2960], [-1.8174, 0.6652, 3.4369], [-7.2903, 3.5877, 4.1757], [3.1238, -4.7484, -1.1219], [-2.9735, 6.9152, -0.7756], [0.9611, 0.8699, -5.3694], [-0.4099, -1.2785, 2.5374], [3.8695, -3.7620, 3.6086], [0.8221, -0.8800, 1.7087], [3.0672, -5.5530, -1.8568], [3.9729, -5.2374, -3.0406], [2.3709, 0.8219, 2.9403], [5.5822, 0.4404, 4.7577], [-2.3709, 6.2743, 0.3641], [1.9434, -3.2912, 2.1658], [3.5680, -2.7476, 3.4312], [-2.0317, -2.5270, 4.4845], [-5.7688, 1.7308, 3.6267], [3.7236, 0.3908, -2.7442], [-5.5029, 5.6275, 3.7716], [3.8129, -0.6257, -3.1307], [0.1434, -0.3369, -7.8491], [-2.6083, -0.2065, -6.5421], [1.4219, -6.5310, -2.9199], [-2.0278, 0.0616, 4.8271], [0.8364, -1.4416, 0.7926], [4.2787, -1.5651, -2.0230], [-2.8184, 6.7617, -3.0043], [0.0000, -1.2821, 3.9424], [2.8540, -2.5358, -0.3131], [-4.5614, 2.9703, 2.3801], [-4.2923, 4.1734, 2.9356], [3.8524, -0.4322, 3.8511], [1.8639, -4.5811, -3.6584], [-2.7180, 1.2154, 3.2028], [-0.5546, 0.1026, -7.1351], [-1.5290, 6.8846, 0.6991], [2.0767, -1.1961, 2.4886], [-7.0709, 4.2782, 2.5705], [3.3252, -6.4834, -1.3558], [0.9065, -5.2108, -1.8355], [2.4678, -1.9963, -4.1748], [2.4320, -1.1803, -3.4524], [-1.6245, -0.3710, 2.3343], [-1.2614, -1.6977, -5.7662], [-2.5200, 6.3493, -1.9217], [4.2579, -6.1314, -3.5988], [1.6848, -5.5548, -2.5098], [-1.7664, -0.8036, -6.8948], [-0.9710, 1.3381, 3.4599], [4.5692, 0.7087, 4.5034], [1.9418, -1.7142, -2.1919], [-3.1015, 6.2143, 1.1673], [4.4749, -0.5988, -3.9933], [2.4912, -2.5040, 2.6434], [-5.9187, 2.4772, 2.8447], [-0.3535, -0.8844, -5.0123], [-0.6065, -1.6260, 6.2388], [-1.1106, 4.4819, 0.4366], [4.5513, 1.5445, 3.8181], [-2.5006, -1.0112, 2.3476], [1.7576, -0.4168, -3.8189], [2.7469, -0.1743, 3.0837], [4.0251, 1.0405, 5.3761], [4.8746, -4.7034, -2.7507], [-2.0926, -1.3550, -7.7735], [-1.1822, -1.4842, 4.9551], [0.1123, 0.1231, -5.7715], [-1.6261, 0.0752, 1.3536], [4.2358, -1.7166, 4.0125], [-0.5633, 5.5206, -1.7252], [-0.8268, 1.1066, -7.4494], [-1.9335, 4.9051, -0.1356], [-2.7691, 4.2076, -0.0821], [5.0801, -1.9432, 4.6381], [-2.0651, -2.0365, -5.1182], [-6.5656, 3.7542, 3.3821], [4.9258, -1.0806, -1.2973], [3.1850, -4.3948, -3.9034], [-5.0437, 4.3025, 4.8536], [2.9750, -1.9885, -1.3758], [0.8241, 0.1830, 1.4900], [1.0098, -4.0461, -4.3002]], "lowdin_charge": [-0.1463, -0.0724, 0.1017, 0.1273, 0.1116, 0.1216, 0.1070, 0.1233, 0.1034, 0.1412, -0.1818, 0.1168, 0.0958, 0.0235, 0.1065, -0.2841, 0.1062, -0.0693, -0.1389, -0.1454, 0.1218, 0.0732, -0.1514, 0.1185, -0.0718, -0.2569, 0.1308, 0.1201, 0.1252, -0.1316, 0.1316, 0.1165, 0.1301, -0.1983, 0.1070, -0.0630, 0.1190, -0.2011, 0.0997, -0.4882, 0.0207, -0.2832, -0.4882, 0.0779, -0.0667, 0.1258, -0.2408, 0.1195, 0.1177, 0.1294, 0.1105, -0.1336, -0.1341, -0.1489, -0.4869, 0.1259, -0.0581, -0.1473, 0.1217, -0.0408, 0.0427, 0.1124, 0.1188, -0.0501, -0.0656, 0.0233, -0.2515, 0.1184, 0.0728, 0.1170, 0.0889, -0.0103, 0.0800, 0.1140, 0.1143, 0.5880, -0.4839, 0.1205, -0.0661, 0.1305, 0.1247, -0.1542, 0.1030, 0.1114, 0.1274, -0.1483, 0.1265, 0.0094, 0.1274, -0.4806, 0.1191, 0.1209]}


{"formula": "C7H8MoN2O3S5", "method": "ωB97M-V with the def2-TZVPD basis set", "gap_ev": [6.02, 6.82], "s_squared": 2.0256, "spin_multiplicity": 3, "charge": 0, "homo_ev": [-7.99, -8.50], "symbols": ["C", "O", "H", "H", "C", "C", "O", "C", "S", "S", "H", "C", "H", "O", "H", "H", "S", "S", "S", "C", "N", "N", "Mo", "C", "H", "H"], "xyz": [[-2.2073, -1.4642, -1.6696], [-0.8827, -4.2549, -0.9932], [-1.0042, -1.4106, -3.2746], [-1.3820, -2.9968, -2.6989], [3.6273, 4.1481, 0.8780], [1.8254, 2.6380, 0.3587], [0.6009, -4.8636, 0.8600], [3.7675, 2.7531, -1.0751], [-2.1030, 0.2502, -1.3340], [0.6093, -1.9421, 0.2121], [-3.2690, -1.8262, -0.0132], [4.3172, 3.7183, -0.2555], [1.8545, 3.9310, 2.0675], [-1.5581, -3.7559, 1.2972], [5.2867, 4.1351, -0.4942], [-2.8740, -3.2260, -0.9354], [1.8151, 1.0139, -1.8579], [0.2382, 1.9827, 0.7407], [-0.5103, -4.1144, 0.3936], [2.3932, 3.6101, 1.1852], [-1.5854, -2.0049, -2.7088], [-2.9454, -2.2192, -0.8814], [0.1672, 0.0504, -0.5381], [2.5166, 2.2119, -0.7762], [4.0601, 4.9010, 1.5231], [4.2985, 2.4073, -1.9530]], "lowdin_charge": [-0.8839, -0.3681, 0.1071, 0.1039, -0.0863, -0.6793, -0.2903, -0.1247, 0.5694, 0.1982, 0.1137, -0.0869, 0.1021, -0.3246, 0.1035, 0.1029, 0.5512, 0.5495, 0.3255, -0.1218, 0.1332, 0.1371, 0.3445, -0.6810, 0.1035, 0.1017]}


{"formula": "CH5NO2S", "method": "ωB97M-V with the def2-TZVPD basis set", "gap_ev": 10.80, "e_above_lowest_kcal_mol": 44.1, "charge": 0, "homo_ev": -10.34, "symbols": ["H", "O", "O", "H", "H", "H", "S", "H", "C", "N"], "xyz": [[0.2557, -2.1535, -0.5200], [0.8864, -0.6940, 1.5309], [1.7135, 0.9835, -0.1783], [-0.5387, 1.7070, 1.1127], [-1.1899, 1.1167, -0.6518], [0.2673, -1.0320, -1.8832], [0.7960, -0.0160, 0.2695], [-1.7946, 0.4021, 0.8296], [-0.9857, 0.9423, 0.4008], [0.5898, -1.2561, -0.9102]], "lowdin_charge": [0.0705, -0.3446, -0.3187, 0.0678, 0.0315, 0.0853, 0.5814, 0.0244, -0.0794, -0.1183]}